A 7-piece molecular cluster, C24H63NO8 overall in a non-equilibrium geometry. Source: the Open Molecules 2025 dataset; level of theory: wB97M-V/def2-TZVPD.

Last column: Mulliken charge in e.
Atoms and positions in Å:
C: -8.0707 17.7594 25.6144  -0.612
O: -6.9768 18.0004 24.6890  -0.469
C: -6.1599 16.9154 24.1935  0.736
C: -5.0906 17.4866 23.3177  -0.793
N: -3.9695 16.6304 23.0051  -0.416
C: -4.3968 15.2963 22.5228  1.264
C: -3.3431 14.6401 21.6249  -0.962
O: -3.1544 15.4956 20.5416  -0.309
C: -2.1889 15.0888 19.6423  -0.919
H: -8.9849 17.3428 25.1914  0.075
H: -8.3840 18.7410 25.9700  0.395
H: -7.7345 17.2189 26.4992  0.334
H: -6.9071 16.3273 23.6606  -0.525
H: -5.7578 16.2721 24.9762  0.223
H: -4.6947 18.3394 23.8692  0.366
H: -5.6259 17.8378 22.4356  0.283
H: -3.4626 17.0375 22.2321  0.340
H: -5.3692 15.2644 22.0313  -0.332
H: -4.5356 14.6903 23.4182  -0.614
H: -3.5435 13.5891 21.4166  0.360
H: -2.4427 14.6461 22.2391  0.548
H: -1.8897 15.9633 19.0646  0.295
H: -2.4360 14.2690 18.9677  0.320
H: -1.1981 14.8422 20.0238  0.360
C: -13.2091 15.0367 23.6895  -1.189
C: -14.1730 16.2662 23.5941  0.619
C: -13.9721 17.1286 24.8145  -1.246
O: -13.8287 17.0649 22.4712  -0.564
H: -13.4549 14.3382 22.8896  0.493
H: -13.3838 14.4657 24.6014  0.369
H: -12.1443 15.2451 23.5853  0.162
H: -15.2140 15.9433 23.5892  0.177
H: -14.4428 18.1064 24.7131  0.413
H: -12.9364 17.4270 24.9772  0.135
H: -14.3409 16.5866 25.6853  0.393
H: -13.8929 16.4860 21.7081  0.328
C: -9.1808 15.3108 19.8799  -1.283
C: -7.7057 15.6928 19.7149  0.999
C: -6.8788 14.4058 19.6242  -0.626
O: -7.5126 16.3842 18.5353  -0.600
H: -9.3984 14.9046 20.8677  0.134
H: -9.6265 14.7546 19.0553  0.364
H: -9.7938 16.2120 19.8900  0.408
H: -7.3242 16.2972 20.5379  -0.131
H: -5.8301 14.6907 19.5391  0.087
H: -7.1861 13.7776 18.7881  0.372
H: -6.8977 13.8387 20.5548  -0.044
H: -6.6605 16.8192 18.6150  0.365
C: -4.4953 12.6106 25.7666  -1.370
C: -4.3453 11.5907 24.6333  0.860
C: -4.4304 10.1320 25.0331  -1.489
O: -5.2793 11.8805 23.6291  -0.480
H: -5.4592 12.4882 26.2606  0.266
H: -4.4277 13.6533 25.4562  0.225
H: -3.7635 12.5174 26.5690  0.463
H: -3.3524 11.7004 24.1972  0.316
H: -4.4413 9.4139 24.2132  0.211
H: -5.3857 10.0445 25.5508  0.354
H: -3.6277 9.7932 25.6880  0.444
H: -4.8658 11.7061 22.7805  0.159
C: -11.3781 16.1007 26.7215  -0.792
C: -10.7301 15.4249 27.9087  0.429
C: -10.1476 14.0452 27.7391  -1.007
O: -9.6138 16.2231 28.2775  -0.557
H: -10.8199 16.1355 25.7859  -0.164
H: -11.7082 17.0838 27.0572  0.640
H: -12.3216 15.6238 26.4560  0.172
H: -11.3755 15.4157 28.7870  0.311
H: -9.4920 13.7867 28.5706  0.427
H: -9.4069 14.0726 26.9398  -0.118
H: -10.9288 13.3073 27.5569  0.344
H: -9.9506 17.0797 28.5501  0.315
C: -8.6656 12.0566 23.9126  -1.215
C: -8.2614 13.4698 23.4927  1.920
C: -9.2571 14.5891 23.7913  -0.740
O: -7.0555 13.9238 24.2163  0.115
H: -9.6252 11.7732 23.4802  0.490
H: -8.8016 11.9993 24.9926  0.236
H: -7.9045 11.2988 23.7267  -0.051
H: -7.9949 13.5025 22.4363  -0.688
H: -8.7766 15.5535 23.6270  0.426
H: -9.6182 14.5481 24.8189  -0.608
H: -10.1464 14.5465 23.1625  0.222
H: -6.3666 13.2694 24.0792  -0.148
C: -7.3685 8.7920 22.4721  -1.374
C: -6.4562 7.6091 22.8377  0.715
C: -7.0661 6.1747 22.6817  -1.342
O: -5.4036 7.7627 21.9075  -0.580
H: -6.8937 9.7592 22.3071  0.288
H: -8.1239 8.9460 23.2426  0.409
H: -7.9162 8.6607 21.5389  0.393
H: -5.9963 7.7903 23.8092  0.161
H: -7.6522 6.2037 21.7631  0.269
H: -7.7255 6.0151 23.5348  0.353
H: -6.3046 5.4326 22.4418  0.373
H: -5.6973 8.2716 21.1484  0.340

Results
- Structure (SMILES): COCCNCCOC.CC(C)O.CC(C)O.CC(C)O.CC(C)O.CC(C)O.CC(C)O
- HOMO energy: -8.730 eV
- Maximum force: 2.3 eV Å⁻¹
- Total charge: 0
- Energy relative to the best compared isomer or geometry (same formula, charge and spin): 2.458 eV



C17H23CrF6IN3O8S3Sb as an isolated structure. Source: the Open Molecules 2025 dataset; level of theory: wB97M-V/def2-TZVPD.

Last column: Mulliken charge in e.
Atoms and positions in Å:
Cr: -0.7181 -0.7504 0.0374  0.897
F: -5.2858 -0.6027 -1.2681  -0.187
C: -5.0301 0.6392 -0.8793  0.454
F: -6.0849 1.1314 -0.2463  -0.199
F: -4.7587 1.3885 -1.9392  -0.185
S: -3.5704 0.6637 0.2435  1.122
O: -2.5067 0.1049 -0.5876  -0.486
O: -3.4194 2.0115 0.6778  -0.618
N: -4.0356 -0.2991 1.3946  -0.647
S: -3.2836 -1.5622 1.9028  1.228
O: -1.8399 -1.5404 1.6132  -0.685
O: -3.6346 -1.8944 3.2384  -0.638
C: -3.8750 -2.9607 0.8555  0.708
F: -3.5193 -2.7536 -0.4075  -0.195
F: -5.1926 -3.0656 0.9346  -0.224
F: -3.3123 -4.0838 1.2896  -0.221
O: -0.0985 -4.3170 -3.4864  -0.683
S: 0.7195 -3.6239 -2.5387  1.039
O: 1.3131 -4.3937 -1.4718  -0.719
N: -0.0516 -2.3266 -1.9046  -0.310
C: 0.6173 -1.2178 -2.1385  1.418
O: 0.3121 -0.1265 -1.5639  -0.446
C: 1.7946 -1.3553 -3.0357  -0.156
C: 2.6532 -0.3780 -3.5019  -0.528
C: 3.7082 -0.7781 -4.3134  -0.609
C: 3.8938 -2.1197 -4.6360  -0.483
C: 3.0316 -3.1009 -4.1567  -0.651
C: 1.9887 -2.6842 -3.3582  0.041
H: 2.4977 0.6596 -3.2378  0.532
H: 4.3975 -0.0395 -4.7008  0.411
H: 4.7238 -2.4039 -5.2695  0.396
H: 3.1730 -4.1449 -4.4013  0.454
C: -1.0016 4.5817 2.4318  -1.071
C: -0.9255 3.1061 2.8069  -0.769
Sb: 0.1445 1.8476 1.4185  0.422
C: 2.0921 1.9662 2.3268  -0.797
C: 2.5673 3.3810 2.6378  -1.037
C: 0.4979 3.2246 -0.1895  -0.982
C: -0.6545 3.2630 -1.1902  -1.005
H: -1.5732 5.1414 3.1752  0.393
H: -1.4953 4.7211 1.4690  0.234
H: -0.0124 5.0368 2.3650  0.253
H: -1.9268 2.6843 2.8877  0.413
H: -0.4355 2.9693 3.7739  0.561
H: 2.7788 1.4596 1.6447  0.357
H: 2.0531 1.3598 3.2342  0.456
H: 2.6274 3.9901 1.7346  0.265
H: 3.5594 3.3736 3.0948  0.401
H: 1.8930 3.8854 3.3320  0.224
H: 1.4170 2.8813 -0.6700  0.447
H: 0.6935 4.2109 0.2318  0.578
H: -0.8228 2.2793 -1.6314  0.108
H: -0.4439 3.9619 -2.0025  0.426
H: -1.5871 3.5755 -0.7173  0.233
N: 0.6658 -3.0110 2.5515  -0.265
C: 1.3441 -2.6380 1.4647  0.458
O: 0.9207 -1.7844 0.6839  -0.213
C: 2.6366 -3.3406 1.1712  -1.035
I: 4.1703 -1.9484 0.6935  0.037
H: -0.2569 -2.6277 2.7050  0.114
H: 1.0069 -3.7349 3.1579  0.192
H: 2.4769 -3.9337 0.2711  0.231
H: 2.9832 -3.9577 1.9933  0.540

Results
- HOMO energy (alpha / beta): -7.833 / -8.902 eV
- Maximum force: 0.2 eV Å⁻¹
- Spin multiplicity: 5
- Total charge: 0
- Expectation value of S²: 6.007
- Energy relative to the best compared isomer or geometry (same formula, charge and spin): 0.161 eV



A 2-piece molecular cluster, C2H8NO overall in a non-equilibrium geometry. Source: the Open Molecules 2025 dataset; level of theory: wB97M-V/def2-TZVPD.

Last column: Mulliken charge in e.
Atoms and positions in Å:
C: -1.0740 0.0729 0.4616  -0.738
C: 0.9754 0.3234 -1.0464  0.095
N: -0.6021 0.3112 -0.9062  -0.086
O: 1.5275 0.7644 -0.0064  -0.341
H: -0.1802 0.1072 1.1535  0.273
H: -1.6661 0.9590 0.7230  0.323
H: -1.4921 -0.8915 0.5030  0.347
H: 1.2775 -1.7443 1.0340  -0.054
H: 0.7171 -2.0547 1.1395  0.072
H: -0.9543 1.2369 -1.1866  0.350
H: -0.9638 -0.2077 -1.6725  0.362
H: 2.4351 1.1233 -0.1964  0.398

Results
- HOMO energy (alpha / beta): -13.042 / -18.276 eV
- Maximum force: 4.7 eV Å⁻¹
- Spin multiplicity: 3
- Total charge: +1
- Expectation value of S²: 2.003
- Energy relative to the best compared isomer or geometry (same formula, charge and spin): 0.210 eV



An isolated ion of composition C2H3N2O2 and charge +1 in a non-equilibrium geometry. Source: the Open Molecules 2025 dataset; level of theory: wB97M-V/def2-TZVPD.

Last column: Mulliken charge in e.
Atoms and positions in Å:
O: -2.0773 -0.7771 -0.2837  -0.203
N: -1.0208 -1.1548 -0.0686  0.579
C: 0.1468 -1.1523 0.3082  -0.184
C: 0.7473 0.1369 -0.0256  0.011
N: 0.1131 1.3044 -0.0319  0.190
O: -1.0697 1.6286 0.2153  -0.432
H: 0.6163 -2.0804 0.5976  0.394
H: 1.7485 0.0375 -0.4313  0.349
H: 0.7958 2.0572 -0.2801  0.297

Results
- Structure (SMILES): O=N/C=C\[NH+]=O
- HOMO energy (alpha / beta): -15.143 / -14.987 eV
- Maximum force: 3.5 eV Å⁻¹
- Total charge: +1
- Energy relative to the best compared isomer or geometry (same formula, charge and spin): 6.764 eV